{
  "formula": "Cr2F4H16O12P2",
  "method": "ωB97M-V/def2-TZVPD",
  "e_homo_ha": [-0.8040, -0.8040],
  "multiplicity": 7,
  "s2": 12.047,
  "total_charge": 4,
  "lumo_energy_ha": [-0.6501, -0.5886],
  "species": ["Cr", "Cr", "O", "P", "O", "F", "F", "O", "P", "O", "F", "F", "O", "H", "H", "O", "H", "H", "O", "H", "H", "O", "H", "H", "O", "H", "H", "O", "H", "H", "O", "H", "H", "O", "H", "H"],
  "xyz": [[-2.7534, 2.3346, -0.4395], [1.8651, -0.5880, -1.8369], [-1.7291, 2.0164, -2.0315], [-0.7574, 1.3489, -2.9974], [0.4679, 0.7197, -2.4701], [-0.3470, 2.3903, -3.9666], [-1.5250, 0.4169, -3.8236], [-1.1944, 1.2956, 0.2823], [-0.1096, 0.3901, 0.7090], [0.6267, -0.3198, -0.3370], [-0.5315, -0.5984, 1.7487], [0.8875, 1.2379, 1.4838], [-2.5006, 3.0739, 1.5744], [-1.7599, 3.4028, 2.1195], [-3.3111, 3.3144, 2.0651], [-1.3849, -2.8279, 0.0807], [-1.2833, -3.7360, -0.2320], [-1.0130, -2.8517, 0.9901], [2.5109, -2.0689, -0.4415], [2.7265, -3.0093, -0.5853], [2.8718, -1.8510, 0.4354], [-3.9960, 1.1658, 0.6176], [-4.0174, 0.9813, 1.5788], [-4.9220, 1.0362, 0.3044], [-0.2205, -3.1462, 2.7520], [-0.1407, -2.1859, 2.6876], [-0.9367, -3.2904, 3.3883], [3.2521, 0.4713, -0.7955], [3.3282, 1.0887, -0.0053], [4.1842, 0.3381, -1.0691], [3.7141, 2.0115, 1.3861], [4.1387, 2.7438, 1.8608], [2.7963, 2.0245, 1.7046], [0.5729, -2.1174, -2.2485], [-0.3754, -2.1910, -2.0203], [0.8660, -3.0210, -2.4690]]
}